[1]
17
Properties=species:S:1:pos:R:3:mulliken_charge:R:1 method="wB97M-V/def2-TZVPD" mol_weight_g_mol=92.21 homo_lumo_gap_ev=9.3 e_tot_ha=-557.73887 de_lowest_kj_mol=82.8 smiles=CSC.CC
S 0.5435 -2.3538 -2.1931 -0.093
C 0.4173 -0.6194 -2.0163 -0.804
C -1.1861 -2.8985 -2.0835 -0.710
C 0.3533 2.6465 1.9828 -0.814
C 0.5945 1.1978 2.5449 -0.834
H -0.6630 2.8093 1.6622 0.307
H -1.2566 -3.5506 -1.2181 0.254
H 1.1352 2.8438 1.2407 0.250
H -1.4557 -3.4101 -3.0058 0.264
H -0.2293 0.6686 2.0150 0.211
H 0.6780 -0.1183 -2.9478 0.304
H 1.1507 -0.2665 -1.2742 0.251
H -0.4957 -0.1388 -1.7102 0.291
H 0.1368 1.1833 3.5377 0.303
H 1.5823 0.7682 2.5782 0.320
H 0.5461 3.2813 2.8434 0.259
H -1.8512 -2.0430 -1.9559 0.243

=====

[2]
18
Properties=species:S:1:pos:R:3:mulliken_charge:R:1 method="wB97M-V/def2-TZVPD" mol_weight_g_mol=124.27 homo_lumo_gap_ev=9.3 e_tot_ha=-955.93306 de_lowest_kj_mol=82.4 smiles=CCS.CSC
S 1.2210 -1.1389 3.7136 -0.074
S -0.3691 0.9586 -1.5137 -0.216
C -0.0138 1.1016 -3.3064 -0.419
C -0.5159 2.4013 -3.9390 -0.869
C 1.3265 -2.6693 2.7540 -0.792
C -0.5544 -0.8211 3.7309 -0.834
H 1.0084 0.7566 -3.4567 0.350
H -1.0931 -1.7135 4.0565 0.302
H -0.5313 0.2365 -3.6745 0.283
H -1.1058 2.9067 -3.1829 0.284
H 0.3393 3.0315 -4.1811 0.244
H 1.4043 -3.5112 3.4324 0.283
H 2.1899 -2.6008 2.1053 0.286
H 0.3978 -2.8550 2.2161 0.274
H -1.0986 2.2897 -4.8487 0.265
H -0.9179 -0.3494 2.8253 0.250
H -0.7848 -0.1888 4.5932 0.304
H -0.9026 2.1655 -1.3245 0.078

=====

[3]
19
Properties=species:S:1:pos:R:3:mulliken_charge:R:1 method="wB97M-V/def2-TZVPD" mol_weight_g_mol=156.34 homo_lumo_gap_ev=9.2 e_tot_ha=-1354.15293 de_lowest_kj_mol=0.0 smiles=CCSC.CSS
S 0.8293 -1.7522 -1.2656 -0.044
S -1.1842 1.0133 1.0370 -0.010
S 2.1450 -0.8138 0.0332 -0.207
C -0.4332 1.7724 -1.5372 -1.099
C -1.1794 2.2668 -0.3044 -0.368
C 0.5177 -3.2841 -0.3909 -0.784
C -2.0868 1.9737 2.2600 -0.905
H -2.2248 2.4651 -0.5425 0.329
H 0.0720 -3.1006 0.5834 0.268
H 1.1961 -0.1415 0.7004 0.101
H -0.4673 2.5698 -2.2832 0.366
H -0.2140 -3.8001 -1.0200 0.283
H -0.8730 0.8812 -1.9748 0.301
H -3.0791 2.2040 1.8732 0.288
H -0.7337 3.1920 0.0585 0.335
H 1.4056 -3.9046 -0.3086 0.311
H -2.1796 1.3881 3.1716 0.330
H -1.5628 2.8986 2.4959 0.263
H 0.6161 1.5871 -1.3152 0.243

=====

[4]
20
Properties=species:S:1:pos:R:3:mulliken_charge:R:1 method="wB97M-V/def2-TZVPD" mol_weight_g_mol=188.41 homo_lumo_gap_ev=9.3 e_tot_ha=-1752.33040 de_lowest_kj_mol=43.4 smiles=CSSC.CSSC
S -3.4926 -1.5547 -2.2418 -0.098
S -3.1848 -0.6218 -0.5606 -0.066
S 1.8999 1.2706 3.1099 -0.116
S 0.4973 1.1991 1.6125 -0.040
C -2.1143 -2.7585 -2.3687 -0.700
C -1.8381 0.4091 -1.0650 -0.415
C 3.0283 -0.0576 2.8804 -0.715
C 1.2825 2.3453 0.3862 -0.761
H -1.1738 -2.1836 -2.3316 0.188
H -2.1462 -3.3201 -3.3175 0.298
H 3.5896 -0.2976 3.7991 0.282
H -0.9863 -0.0694 -1.5769 0.293
H 1.1409 3.3642 0.7843 0.301
H 3.7491 0.1648 2.0757 0.250
H 2.4368 -0.9417 2.5884 0.273
H 0.8087 2.2872 -0.6082 0.294
H 2.3637 2.1593 0.2722 0.270
H -2.1197 -3.4786 -1.5333 0.275
H -2.2776 1.1614 -1.7414 0.368
H -1.4635 0.9226 -0.1636 -0.179